# 1
The following is a quantum chemistry calculation of a 5-piece molecular cluster, C53H76Cl2N3O3P overall in a non-equilibrium geometry, from the OMol25 dataset.

```
138
Properties=species:S:1:pos:R:3:mulliken_charge:R:1
C 0.2895 -0.5122 6.6644 0.067
C 0.1408 0.2093 5.7268 -0.698
C -0.1558 1.2361 4.6302 -0.751
C -0.3995 0.5781 3.1938 -0.052
C -1.4624 -0.6019 3.1976 -0.798
N -2.5630 -0.6091 2.2471 0.705
P -3.3452 0.9546 2.2778 0.080
C -5.0169 1.0285 1.4308 -0.906
C -3.9083 1.2870 4.0737 -0.521
C -4.6969 0.0163 4.6465 -0.707
C -2.4947 -1.3555 0.9856 1.858
C -2.1948 -0.4274 -0.2590 -0.955
C -1.0584 0.6438 -0.2168 -1.567
C 0.4402 0.2079 -0.0642 0.654
C 1.0696 -0.4257 -1.3882 -0.826
C 2.4187 -1.1894 -1.1073 -1.347
C 2.2678 -2.5479 -0.3286 1.578
C 3.5359 -2.7777 0.6222 -0.897
C 3.1356 -3.3620 2.0419 0.255
C 3.2873 -4.9447 2.1407 -1.175
C -3.9513 -2.1165 0.8915 -2.067
C -4.9092 -1.7764 -0.3069 -0.992
C -5.5568 -3.1004 -0.9225 -0.448
N -6.6385 -3.6296 -0.5019 -0.739
O -4.6849 -2.0204 2.1433 0.136
C -5.1002 -3.3083 2.5959 -0.799
N -6.2337 -3.0593 3.5578 0.495
C -7.5044 -3.5534 3.0056 0.431
C -7.8151 -5.0727 2.7972 -0.892
O -8.3391 -2.7401 2.7047 -0.541
C -5.9644 -3.6573 4.8606 0.627
C -6.0949 -2.7838 6.1615 -1.097
O -5.6768 -4.8184 5.0240 -0.498
C -1.4539 -2.5474 0.9406 -0.406
Cl -1.6905 -3.8148 2.2736 -0.246
C -1.1758 -3.2971 -0.4156 1.148
C -2.3178 -3.6460 -1.3998 -1.226
Cl -0.3465 -4.9069 -0.0268 -0.157
H 0.4954 -0.9595 7.6538 0.417
H 0.8003 1.8261 4.5000 0.477
H -0.9330 1.9937 4.8980 0.360
H -0.5805 1.4310 2.5040 -0.102
H 0.6177 0.1675 2.9196 0.267
H -0.8261 -1.5281 3.2754 0.194
H -1.9185 -0.5764 4.2389 0.545
H -5.4685 2.0048 1.7830 0.515
H -4.9808 1.1032 0.3176 0.320
H -5.7512 0.2422 1.7577 -0.035
H -3.0393 1.4265 4.7583 0.160
H -4.6436 2.1296 4.0832 0.521
H -4.0600 -0.9072 4.5084 -0.074
H -5.6512 -0.1864 4.1041 0.185
H -4.8435 0.0949 5.7638 0.539
H -2.0974 -0.9706 -1.2451 0.575
H -3.1318 0.1852 -0.4362 0.386
H -1.3006 1.5189 0.4514 0.529
H -1.0880 1.1279 -1.2462 0.354
H 0.7035 -0.3622 0.8601 -0.590
H 1.0139 1.1807 0.0449 0.310
H 1.3588 0.4619 -2.0295 0.398
H 0.3243 -0.9961 -2.0004 0.402
H 3.0379 -1.3602 -2.0334 0.339
H 3.0392 -0.4891 -0.4705 0.315
H 1.3548 -2.6311 0.3074 -1.497
H 2.2793 -3.4017 -1.0607 0.597
H 4.2332 -3.5363 0.1628 0.158
H 4.1454 -1.8350 0.7411 0.332
H 3.7155 -2.8824 2.8695 0.438
H 2.0457 -3.1390 2.2165 -0.397
H 4.2051 -5.1456 2.7621 0.305
H 2.4070 -5.4131 2.6522 0.278
H 3.3540 -5.4033 1.1195 0.320
H -3.8165 -3.2339 0.7850 0.850
H -4.5118 -1.2244 -1.1879 0.357
H -5.8149 -1.2064 0.0524 0.525
H -5.0265 -3.5400 -1.8128 0.415
H -6.9800 -3.0401 0.2796 0.273
H -5.5165 -3.9721 1.7976 0.076
H -4.2868 -3.7924 3.2028 0.374
H -7.0867 -5.4757 2.0404 0.271
H -8.8373 -5.1430 2.3468 0.337
H -7.6933 -5.6858 3.7259 0.318
H -7.0096 -2.1271 6.1398 0.323
H -6.2065 -3.4334 7.0711 0.395
H -5.2039 -2.1280 6.3272 0.122
H -0.4624 -2.1011 1.2458 0.211
H -0.3790 -2.7356 -0.9790 -0.438
H -1.9218 -4.2196 -2.2786 0.517
H -2.9199 -2.7975 -1.8041 0.204
H -3.0493 -4.3313 -0.8801 0.304
C 4.8034 2.1918 -4.1406 -0.659
C 4.1946 1.8141 -2.9502 -0.234
C 3.5273 2.7583 -2.1790 -0.522
C 3.4602 4.0792 -2.6034 -0.257
C 4.0661 4.4571 -3.7972 -0.403
C 4.7412 3.5145 -4.5632 -0.327
H 5.3264 1.4554 -4.7397 0.407
H 4.2408 0.7818 -2.6217 0.373
H 3.0582 2.4638 -1.2466 0.370
H 2.9356 4.8144 -2.0043 0.265
H 4.0124 5.4883 -4.1297 0.566
H 5.2179 3.8101 -5.4905 0.391
C -1.1792 5.8242 -6.6355 -0.419
C -1.3238 4.8145 -5.6916 -0.389
C -0.2068 4.3090 -5.0373 -0.614
C 1.0545 4.8201 -5.3200 0.008
C 1.1983 5.8323 -6.2612 -0.413
C 0.0824 6.3316 -6.9222 -0.413
H -2.0501 6.2160 -7.1481 0.351
H -2.3084 4.4205 -5.4663 0.364
H -0.3189 3.5168 -4.3057 0.528
H 1.9246 4.4292 -4.8065 0.272
H 2.1822 6.2322 -6.4806 0.375
H 0.1956 7.1173 -7.6601 0.361
C 3.8744 10.0832 -1.0062 -0.336
C 3.0326 9.0440 -1.3827 -0.630
C 3.5660 7.8645 -1.8876 -0.069
C 4.9445 7.7208 -2.0068 -0.023
C 5.7858 8.7593 -1.6267 -0.540
C 5.2512 9.9418 -1.1305 -0.385
H 3.4574 11.0042 -0.6156 0.359
H 1.9587 9.1538 -1.2834 0.363
H 2.9088 7.0564 -2.1876 0.221
H 5.3620 6.7990 -2.3960 0.340
H 6.8601 8.6468 -1.7181 0.363
H 5.9077 10.7534 -0.8393 0.356
C 7.2507 -5.5504 -2.5033 -0.393
C 8.6094 -5.2597 -2.4991 -0.426
C 9.0381 -3.9380 -2.4857 -0.329
C 8.1073 -2.9062 -2.4668 -0.532
C 6.7486 -3.1966 -2.4673 -0.105
C 6.3197 -4.5188 -2.4899 -0.453
H 6.9168 -6.5814 -2.5172 0.362
H 9.3355 -6.0645 -2.5071 0.355
H 10.0979 -3.7117 -2.4890 0.360
H 8.4417 -1.8752 -2.4516 0.364
H 6.0225 -2.3913 -2.4508 0.396
H 5.2595 -4.7453 -2.4957 0.400
```

Output
- SMILES: [H]/N=C\C[C@H](OCN(C(C)=O)C(C)=O)[C@](CCCCCCCCC)([C@@H](Cl)[C@H](C)Cl)N(CCCC#C)P(C)CC.c1ccccc1.c1ccccc1.c1ccccc1.c1ccccc1
- LUMO energy: 0.4 eV
- Highest occupied orbital energy: -7.36 eV
- Charge: 0
- DFT total energy: -3716.5775 Ha
- Gap between HOMO and LUMO: 7.74 eV
- Spin multiplicity: 1

# 2
The following is a quantum chemistry calculation of CHClI2 as an isolated structure in a non-equilibrium geometry, from the OMol25 dataset.

```
5
Properties=species:S:1:pos:R:3:mulliken_charge:R:1
C -0.0275 0.0425 -0.1253 -0.499
Cl 0.3052 0.0223 -1.7964 -0.052
I -1.1193 1.6822 0.6882 0.159
I -0.7193 -1.8487 0.5411 0.143
H 1.5609 0.1017 0.6925 0.248
```

Output
- ΔE to the lowest compared entry with this formula, charge and spin: 265.2 kJ/mol
- LUMO energy: -1.0 eV
- Highest occupied orbital energy: -9.36 eV
- Charge: 0
- DFT total energy: -1094.1598 Ha
- Gap between HOMO and LUMO: 8.38 eV
- Spin multiplicity: 1

# 3
The following is a quantum chemistry calculation of C23H18AsBrF6MnN5OS as an isolated structure in a non-equilibrium geometry, from the OMol25 dataset.

```
57
Properties=species:S:1:pos:R:3:mulliken_charge:R:1
Mn 1.8908 0.6581 -0.6191 0.532
Br -5.0088 0.4304 -0.3507 -0.166
C -4.1694 -0.9801 0.5777 -0.181
C -3.2235 -0.6717 1.5575 -0.581
C -2.6754 -1.7082 2.3245 0.019
C -2.9557 -3.0275 2.0453 0.116
C -3.9505 -3.3498 1.1325 -0.240
C -4.5720 -2.3342 0.4305 -0.351
N -2.3150 -4.1101 2.7843 -0.674
N -1.0720 -4.1987 2.7631 -0.324
C -0.1693 -3.3330 2.0423 0.324
C 0.8952 -2.9569 2.8858 -0.292
C 1.8127 -1.9667 2.5067 -1.089
C 1.4868 -1.1831 1.4235 1.054
O 2.2587 -0.1604 1.0119 -0.849
C 0.4657 -1.5875 0.5278 0.479
N 0.3077 -0.7958 -0.6193 -0.048
C -0.4415 -1.2209 -1.5639 -0.067
C -1.2419 -2.3887 -1.4789 -1.178
C -1.2409 -3.0456 -0.2891 -0.438
C -0.3622 -2.7155 0.7880 -0.185
H -2.9728 0.3291 1.7865 0.646
H -1.9159 -1.4705 3.1124 0.360
H -4.1646 -4.4397 0.9591 0.370
H -5.3431 -2.5884 -0.2585 0.452
H 0.9479 -3.5440 3.7971 0.474
H 2.7080 -1.7536 3.1339 0.420
H -0.4699 -0.6197 -2.4819 0.515
H -1.8528 -2.7809 -2.2930 0.426
H -1.7988 -3.9654 -0.2715 0.629
C 3.6565 1.7484 -0.6084 -0.951
H 3.6129 2.6642 -0.0097 0.323
H 3.9178 1.9457 -1.6334 0.371
H 4.2947 1.0016 -0.1530 0.307
N 1.0347 2.7215 -3.1488 -0.215
C 0.5630 3.0432 -1.9458 0.466
N 0.7209 2.3012 -0.8535 0.470
C 0.2660 2.9876 0.3034 -0.525
C 0.3342 2.4731 1.6189 -0.020
C -0.0440 3.2674 2.6835 -0.938
C -0.4822 4.5707 2.3994 -0.401
C -0.5705 5.1090 1.1307 -0.621
C -0.1920 4.2760 0.0544 0.616
S -0.1701 4.5909 -1.6667 -0.323
H 1.6459 1.9377 -3.2839 0.029
H 1.0721 3.4521 -3.8728 0.250
H 0.7042 1.4584 1.7744 0.528
H 0.0002 2.8516 3.6884 0.434
H -0.7346 5.2179 3.2070 0.404
H -0.8876 6.1163 0.9822 0.443
F 1.9838 0.2156 -2.6231 -0.575
As 2.9614 -0.3863 -4.0961 2.093
F 2.3283 -1.9715 -3.7115 -0.480
F 1.5910 -0.0551 -5.0766 -0.444
F 3.9853 -0.7709 -5.3772 -0.437
F 3.3431 1.3269 -4.2260 -0.511
F 4.2074 -0.6142 -2.9204 -0.446
```

Output
- ΔE to the lowest compared entry with this formula, charge and spin: 0.0 kJ/mol
- LUMO energy (alpha / beta): -0.8 / -0.8 eV
- Highest occupied orbital energy (alpha / beta): -8.20 / -8.31 eV
- Charge: 0
- <S²>: 6.25
- DFT total energy: -8194.5907 Ha
- Gap between HOMO and LUMO (alpha / beta): 7.42 / 7.47 eV
- Spin multiplicity: 5

Q: Which value of DFT total energy does entry 3 give?
A: -8194.5907 Ha